Formula: C31H29AlClFN6O5S
Source: the Open Molecules 2025 dataset
Level of theory: wB97M-V/def2-TZVPD

ORCA input file:
```
! RIJCOSX wB97M-V def2-TZVPD def2/J DEFGRID3
* xyz 2 1
Al -1.880 0.687 -1.736
N -3.068 1.041 -5.718
C -4.431 1.374 -5.864
C -4.903 1.785 -7.098
C -6.239 2.135 -7.257
C -7.099 2.082 -6.178
C -6.626 1.678 -4.933
C -5.301 1.323 -4.780
S -4.705 0.815 -3.159
N -3.047 0.858 -3.373
C -2.450 0.925 -4.519
C -0.993 0.885 -4.437
C -0.151 0.703 -5.534
C 1.219 0.741 -5.342
C 1.712 0.985 -4.068
C 0.809 1.108 -3.026
N -0.504 1.040 -3.196
H -2.512 1.162 -6.551
H -4.227 1.829 -7.940
H -6.595 2.449 -8.226
H -8.136 2.353 -6.294
H -7.292 1.632 -4.086
H -0.549 0.504 -6.516
H 1.890 0.593 -6.174
H 2.771 1.067 -3.884
H 1.140 1.286 -2.016
F 2.441 2.448 3.070
C 2.036 1.205 2.741
C 1.154 1.050 1.708
C 0.669 -0.226 1.380
C -0.213 -0.400 0.243
O -0.466 0.582 -0.514
C -0.717 -1.711 0.048
C -0.319 -2.726 0.877
N 0.566 -2.577 1.869
C 1.003 -3.729 2.610
C 2.395 -4.242 2.358
C 1.208 -5.019 1.881
C 1.071 -1.331 2.160
C 2.007 -1.146 3.185
C 2.528 0.105 3.479
N 3.519 0.236 4.446
C 4.476 1.317 4.410
C 5.829 0.771 4.873
N 5.688 0.237 6.257
C 4.663 -0.845 6.303
C 3.339 -0.283 5.781
C -1.663 -2.054 -1.083
O -1.969 -3.197 -1.291
O -2.067 -1.036 -1.790
H 0.800 1.905 1.152
H -0.732 -3.715 0.718
H 0.604 -3.767 3.619
H 2.969 -4.618 3.190
H 2.989 -3.727 1.618
H 0.937 -5.925 2.398
H 1.029 -5.053 0.819
H 2.359 -2.002 3.733
H 4.170 2.159 5.047
H 4.586 1.686 3.392
H 6.590 1.553 4.856
H 6.147 -0.048 4.225
H 5.387 1.006 6.873
H 6.590 -0.109 6.606
H 4.550 -1.205 7.328
H 5.003 -1.670 5.673
H 2.992 0.515 6.457
H 2.581 -1.063 5.775
Cl -3.431 -0.014 0.766
C -4.051 1.636 0.884
C -3.204 2.595 0.029
O -3.149 3.763 0.293
O -2.611 2.028 -0.985
H -4.039 1.954 1.925
H -5.076 1.646 0.508
*
```

=====

Formula: C31H29AuN7OSSe2
Source: the Open Molecules 2025 dataset
Level of theory: wB97M-V/def2-TZVPD

ORCA input file:
```
! RIJCOSX wB97M-V def2-TZVPD def2/J DEFGRID3
* xyz 3 1
Au 0.993 -0.948 -3.056
Se 1.122 3.463 -1.826
Se 1.130 2.332 -3.776
C 2.826 1.449 -3.620
C 4.004 2.071 -3.968
C 5.190 1.351 -3.848
C 5.137 0.049 -3.388
C 3.908 -0.509 -3.072
N 2.758 0.177 -3.186
C -1.289 1.409 -0.836
C -2.335 2.306 -0.702
C -3.570 1.878 -1.176
C -3.665 0.629 -1.772
C -2.522 -0.159 -1.888
N -1.336 0.220 -1.414
H 4.001 3.088 -4.335
H 6.133 1.806 -4.120
H 6.032 -0.548 -3.284
H 3.826 -1.531 -2.732
H -2.213 3.289 -0.265
H -4.436 2.521 -1.092
H -4.610 0.272 -2.157
H -2.554 -1.120 -2.385
C 3.897 3.793 2.775
C 2.575 4.034 3.493
C 1.461 4.485 2.561
N 1.251 3.539 1.423
C 0.284 2.685 1.213
S 0.409 1.753 -0.355
N -0.724 2.377 1.982
C -1.202 3.029 3.319
O -2.077 3.810 3.175
C -0.533 2.541 4.512
C -0.769 3.250 5.696
C -0.174 2.825 6.869
C 0.633 1.691 6.865
C 0.854 0.977 5.691
C 0.278 1.402 4.509
H 4.683 3.565 3.492
H 4.217 4.675 2.216
H 3.847 2.941 2.089
H 2.693 4.834 4.227
H 2.262 3.146 4.045
H 1.720 5.433 2.087
H 0.513 4.627 3.071
H 1.995 3.560 0.736
H -1.450 1.798 1.575
H -1.414 4.119 5.683
H -0.344 3.367 7.788
H 1.087 1.356 7.788
H 1.468 0.087 5.707
H 0.440 0.837 3.600
N -5.234 -9.181 -0.174
C -4.591 -8.376 -0.681
C -3.793 -7.357 -1.307
C -3.118 -7.624 -2.494
C -2.346 -6.640 -3.089
C -2.264 -5.392 -2.494
C -2.938 -5.111 -1.316
C -3.700 -6.098 -0.719
N -1.460 -4.370 -3.111
C -1.130 -4.288 -4.446
C -0.345 -3.192 -4.587
N -0.186 -2.605 -3.347
C -0.877 -3.337 -2.485
H -3.190 -8.604 -2.945
H -1.799 -6.868 -3.993
H -2.901 -4.126 -0.870
H -4.236 -5.896 0.198
H -1.494 -4.988 -5.176
H 0.109 -2.794 -5.477
H -0.917 -3.181 -1.421
*
```

=====

Sequential E output: -3103.89452; -6993.04759 hartree
Sequential E_HOMO output: -11.6; -15.2 eV